{"formula": "C22H23BrNO3P", "method": "wB97M-V/def2-TZVPD", "species": ["C", "N", "C", "C", "C", "C", "C", "P", "O", "O", "C", "C", "C", "C", "C", "C", "C", "C", "O", "C", "C", "C", "C", "Br", "C", "C", "C", "C", "H", "H", "H", "H", "H", "H", "H", "H", "H", "H", "H", "H", "H", "H", "H", "H", "H", "H", "H", "H", "H", "H", "H"], "positions_angstrom": [[-1.364, 4.364, -0.262], [-0.439, 3.519, 0.450], [0.702, 4.137, 1.083], [-0.562, 2.162, 0.417], [0.256, 1.342, 1.215], [0.146, -0.027, 1.167], [-0.778, -0.637, 0.328], [-0.745, -2.434, 0.182], [-0.127, -3.151, 1.308], [-2.232, -2.954, -0.176], [-3.126, -3.131, 0.928], [-3.468, -1.794, 1.519], [-2.718, -1.294, 2.576], [-2.937, -0.009, 3.040], [-3.903, 0.787, 2.450], [-4.660, 0.290, 1.402], [-4.442, -0.994, 0.937], [0.167, -2.858, -1.404], [0.703, -4.132, -1.250], [1.158, -1.736, -1.512], [0.838, -0.607, -2.259], [1.606, 0.538, -2.173], [2.707, 0.541, -1.336], [3.695, 2.152, -1.120], [3.083, -0.588, -0.633], [2.301, -1.725, -0.723], [-1.603, 0.156, -0.457], [-1.509, 1.528, -0.407], [-2.393, 4.061, -0.055], [-1.200, 4.333, -1.345], [-1.245, 5.391, 0.074], [0.631, 4.087, 2.175], [0.754, 5.183, 0.793], [1.632, 3.657, 0.769], [0.981, 1.781, 1.881], [0.774, -0.651, 1.785], [-4.003, -3.635, 0.514], [-2.646, -3.772, 1.676], [-1.958, -1.913, 3.029], [-2.345, 0.374, 3.858], [-4.068, 1.793, 2.807], [-5.419, 0.907, 0.943], [-5.023, -1.379, 0.111], [-0.513, -2.871, -2.261], [0.836, -4.282, -0.300], [-0.035, -0.615, -2.894], [1.340, 1.422, -2.732], [3.959, -0.572, -0.002], [2.573, -2.605, -0.160], [-2.324, -0.313, -1.110], [-2.161, 2.111, -1.035]], "forces_ev_per_angstrom": [[-0.07, -0.08, -0.11], [0.00, 0.33, 0.01], [0.08, -0.09, 0.15], [-0.03, -0.28, 0.01], [0.09, 0.17, 0.04], [-0.06, -0.07, -0.06], [-0.04, -0.73, 0.02], [-0.71, 0.25, -1.26], [0.50, -0.16, 0.50], [0.61, 0.27, -0.27], [-0.38, -0.08, 0.39], [-0.13, -0.10, 0.11], [-0.25, -0.07, 0.11], [0.03, 0.04, 0.07], [0.02, 0.06, 0.04], [-0.11, 0.02, -0.10], [0.01, -0.05, 0.08], [-0.48, 0.61, 0.50], [0.35, -0.50, 0.17], [0.38, 0.01, -0.37], [0.20, -0.19, 0.03], [0.05, 0.09, 0.02], [0.09, 0.13, 0.02], [-0.01, -0.08, -0.03], [0.06, 0.10, 0.00], [-0.05, -0.07, -0.21], [0.02, -0.13, 0.19], [-0.07, 0.20, -0.11], [-0.03, 0.05, -0.05], [-0.08, 0.03, -0.04], [-0.01, -0.03, -0.01], [0.09, 0.03, 0.03], [-0.02, -0.01, 0.01], [0.03, 0.00, 0.03], [0.09, 0.07, 0.06], [0.11, -0.01, 0.09], [0.12, 0.06, 0.10], [-0.12, 0.02, -0.13], [0.13, -0.08, 0.02], [0.06, 0.04, 0.07], [-0.02, 0.08, 0.03], [-0.07, 0.06, -0.03], [-0.07, -0.05, -0.10], [-0.02, 0.11, 0.12], [-0.05, -0.08, -0.02], [-0.13, 0.01, -0.06], [-0.01, 0.07, -0.03], [0.06, 0.02, 0.04], [0.00, -0.09, 0.09], [-0.11, 0.02, -0.09], [-0.07, 0.09, -0.06]], "gap_ev": 8.282, "e_above_lowest_kcal_mol": 0.00, "smiles": "CN(C)c1ccc([P@@](=O)(OCc2ccccc2)[C@H](O)c2ccc(Br)cc2)cc1", "fmax_ev_per_a": 1.467}

=====

{"formula": "C22H23ClN2NdOPS", "method": "wB97M-V/def2-TZVPD", "species": ["Nd", "Cl", "C", "O", "P", "C", "C", "C", "C", "C", "C", "C", "C", "H", "H", "H", "H", "H", "C", "C", "C", "C", "C", "H", "H", "H", "H", "H", "C", "C", "C", "C", "C", "H", "H", "H", "H", "H", "H", "H", "S", "C", "N", "C", "C", "N", "H", "H", "H", "H", "H", "H"], "positions_angstrom": [[-0.530, -0.921, 2.172], [-1.553, -3.181, 1.380], [1.966, -1.351, 1.655], [3.053, -1.621, 1.400], [-0.271, -0.320, -0.863], [0.330, 1.216, -1.768], [0.725, -1.617, -1.737], [-1.843, -0.656, -1.791], [0.204, -2.876, -2.127], [1.016, -3.843, -2.749], [2.387, -3.651, -2.977], [2.912, -2.416, -2.567], [2.098, -1.437, -1.971], [-0.832, -3.148, -1.888], [0.631, -4.848, -2.969], [3.046, -4.453, -3.378], [3.993, -2.272, -2.640], [2.609, -0.527, -1.650], [1.220, 2.058, -1.083], [1.666, 3.304, -1.544], [1.331, 3.749, -2.833], [0.514, 2.886, -3.553], [-0.008, 1.671, -3.058], [1.466, 1.794, -0.052], [2.231, 4.002, -0.932], [1.679, 4.732, -3.227], [0.245, 3.249, -4.561], [-0.686, 1.076, -3.655], [-2.049, -0.929, -3.167], [-3.349, -1.089, -3.707], [-4.496, -1.057, -2.916], [-4.298, -0.838, -1.528], [-3.010, -0.631, -1.005], [-1.192, -1.049, -3.821], [-3.497, -1.308, -4.786], [-5.518, -1.217, -3.352], [-5.197, -0.829, -0.906], [-2.922, -0.422, 0.070], [-0.351, 1.123, 1.831], [-1.209, 1.360, 1.640], [-0.573, -1.277, 4.838], [0.131, 0.317, 5.167], [1.448, 0.607, 5.407], [1.663, 1.826, 6.164], [0.232, 2.308, 6.419], [-0.570, 1.384, 5.619], [2.285, 0.017, 5.140], [2.309, 2.522, 5.606], [2.125, 1.592, 7.123], [0.109, 3.358, 6.172], [-0.069, 2.102, 7.456], [-1.599, 1.534, 5.500]], "forces_ev_per_angstrom": [[-1.73, -3.70, -0.86], [0.75, 1.62, 0.58], [4.93, -1.28, -1.18], [-4.05, 1.03, 0.95], [-0.08, -0.16, -3.67], [0.70, 1.01, 0.28], [0.98, -1.11, -0.01], [-1.63, -0.02, 0.48], [0.06, -0.20, 0.21], [0.20, -0.47, 0.24], [-0.25, 0.62, 0.47], [-0.01, -0.40, 0.12], [0.57, 0.01, 0.08], [0.42, 0.19, -0.24], [-0.23, 0.64, 0.04], [-0.74, 0.79, 0.27], [-0.42, 0.27, -0.07], [-0.27, -0.03, -0.14], [-0.27, 0.47, 0.92], [-0.06, 0.30, -0.60], [0.03, -0.67, 0.90], [-0.54, 0.18, -1.10], [0.15, -0.01, 0.27], [0.20, 0.02, -0.04], [0.11, -0.51, 0.23], [-0.40, -1.04, 0.34], [-0.09, -0.66, 0.54], [0.06, 0.29, -0.17], [-0.24, 0.03, 0.24], [0.34, -0.31, -0.47], [0.31, 0.13, 0.97], [-0.32, -0.04, -0.77], [-0.54, 0.10, -0.20], [-0.10, 0.04, -0.02], [0.49, 0.26, 0.83], [1.24, 0.21, 0.58], [0.52, 0.06, 0.09], [-0.12, -0.10, -0.17], [-3.47, 2.72, -1.03], [3.38, -0.49, 0.69], [0.68, 1.30, -0.22], [0.81, 1.01, 1.97], [0.42, -2.16, -1.34], [0.25, 0.40, 0.18], [0.00, -0.16, 0.53], [-1.43, -0.44, -1.39], [-1.89, 0.62, 0.60], [-0.35, -0.13, 0.22], [0.25, 0.00, -0.18], [-0.34, -0.05, -0.08], [0.24, 0.51, -0.16], [1.50, -0.71, 0.34]], "gap_ev": [5.538, 5.695], "multiplicity": 4, "s_squared": 3.76, "charge": 2, "fmax_ev_per_a": 5.225}

=====

{"formula": "C22H23CrN6O2S", "method": "wB97M-V/def2-TZVPD", "species": ["Cr", "C", "N", "C", "C", "N", "C", "C", "C", "C", "C", "C", "N", "C", "N", "C", "C", "C", "C", "C", "C", "N", "H", "H", "H", "H", "H", "H", "H", "H", "H", "H", "H", "H", "H", "H", "H", "O", "N", "C", "C", "C", "C", "C", "S", "H", "H", "H", "H", "C", "O", "H", "H", "H", "H"], "positions_angstrom": [[-0.684, -0.050, -0.181], [-1.392, 2.965, 0.112], [-1.986, 1.687, 0.572], [-2.251, 1.514, 2.022], [-1.910, 0.086, 2.379], [-1.550, -0.855, 1.457], [-1.424, -2.056, 2.142], [-1.204, -3.381, 1.613], [-1.145, -4.434, 2.542], [-1.422, -4.165, 3.895], [-1.728, -2.888, 4.393], [-1.742, -1.826, 3.487], [-2.167, -0.466, 3.571], [-0.563, 2.637, -1.115], [-0.222, 1.393, -1.521], [0.689, 1.491, -2.608], [1.264, 0.542, -3.510], [2.148, 1.013, -4.501], [2.391, 2.414, -4.655], [1.703, 3.341, -3.874], [0.904, 2.868, -2.860], [0.101, 3.552, -1.887], [-0.806, 3.441, 0.875], [-2.218, 3.618, -0.128], [-2.881, 1.565, 0.057], [-3.309, 1.718, 2.321], [-1.540, 2.117, 2.610], [-1.035, -3.599, 0.543], [-0.949, -5.427, 2.203], [-1.532, -4.996, 4.625], [-1.802, -2.731, 5.465], [-2.496, 0.039, 4.363], [1.131, -0.527, -3.376], [2.539, 0.294, -5.195], [3.110, 2.744, -5.378], [1.787, 4.465, -4.020], [-0.105, 4.545, -1.823], [0.737, 0.556, 1.032], [2.018, 0.140, 0.753], [3.070, 0.784, 1.381], [4.339, 0.391, 1.087], [4.658, -0.681, 0.216], [3.587, -1.420, -0.332], [2.221, -0.963, -0.030], [0.870, -1.704, -0.809], [2.776, 1.677, 1.927], [5.194, 0.944, 1.469], [5.657, -1.000, -0.023], [3.651, -2.328, -0.947], [-2.954, -1.802, -1.601], [-2.326, -0.501, -1.559], [-2.135, -2.473, -1.876], [-3.813, -1.800, -2.305], [-3.439, -2.108, -0.640], [-1.814, -0.363, -2.357]], "forces_ev_per_angstrom": [[-0.50, -0.05, 0.04], [-0.64, -1.27, -0.74], [-0.72, -0.38, -0.22], [0.60, -0.39, 0.02], [-0.84, -1.93, -2.19], [-0.49, 1.45, 1.88], [-0.52, -0.75, -0.57], [0.48, 0.34, 0.92], [-0.72, 1.94, -0.26], [-0.53, -0.10, 1.09], [0.58, -0.37, -0.14], [-0.52, -0.32, -0.08], [1.47, -1.39, -0.38], [2.10, -1.05, -1.75], [0.12, 1.27, -0.17], [-0.36, 0.89, -0.40], [0.52, 0.79, 0.47], [-1.28, 1.07, 1.08], [-0.74, -0.88, 0.60], [0.75, 1.66, -0.52], [-1.46, -0.50, 1.45], [-0.22, -0.29, -0.12], [0.49, 0.00, 0.38], [-0.01, 0.67, -0.32], [0.91, -0.06, 0.49], [0.86, 0.09, -0.23], [-0.45, 0.24, -0.27], [-0.06, 0.54, 0.78], [0.04, -0.47, -0.08], [0.51, 0.62, -0.68], [-0.43, -0.10, -0.17], [-0.04, 0.06, 0.60], [-0.18, 0.19, 0.01], [0.43, -0.07, -0.10], [0.04, 0.16, -0.36], [0.13, -1.65, 0.07], [0.42, -0.34, -0.25], [1.54, 0.21, -0.02], [0.37, -0.66, 0.43], [-1.04, -0.35, -1.32], [1.45, 0.10, -0.22], [-2.61, -1.33, -0.53], [-0.76, 1.71, 1.50], [1.14, 0.04, -0.68], [-0.01, 0.02, 0.22], [0.18, -0.40, 0.10], [-0.39, 0.07, 0.23], [0.30, 0.28, 0.18], [0.21, 0.66, 0.28], [-0.43, -0.20, -0.14], [-0.78, 0.21, 0.93], [-0.63, -0.51, 0.02], [0.83, -0.01, -0.02], [1.02, 0.69, -0.43], [-0.10, -0.15, -0.40]], "gap_ev": [7.347, 6.370], "multiplicity": 3, "s_squared": 2.01, "e_above_lowest_kcal_mol": 0.00, "charge": 1, "fmax_ev_per_a": 3.034}